80
Properties=species:S:1:pos:R:3:forces:R:3 method="wB97M-V/def2-TZVPD" relative_energy_kcal_mol=29.4 e_lumo_ev=-0.09
Rb 1.04114 -0.10686 -0.39350 -0.1 0.0 0.0
C -4.35214 -1.03838 0.23968 0.1 0.0 0.0
N -3.05669 -1.68477 0.07420 -0.1 0.0 -0.1
C -2.97737 -2.76247 -0.91008 -0.1 0.1 0.1
C -1.93649 -1.24724 0.68498 0.1 -0.2 0.0
O -0.83191 -1.75139 0.50322 -0.5 -0.1 0.2
C -2.11704 -0.09164 1.67774 0.1 0.1 0.0
O -0.91109 0.56174 2.00034 0.1 -0.2 -0.1
C -0.08502 -0.12759 2.93567 -0.1 0.1 -0.1
C 1.28612 0.54812 2.89448 0.1 0.2 -0.1
O 1.90075 0.54704 1.83418 0.3 0.2 1.4
N 1.76528 1.10515 4.02788 0.0 0.0 0.1
C 1.04330 1.12093 5.29681 0.1 0.0 -0.1
C 3.10993 1.67516 4.02750 0.0 -0.1 0.1
H -5.12228 -1.73046 -0.09087 0.0 0.0 0.0
H -4.43279 -0.12912 -0.36260 0.0 0.0 0.0
H -4.55290 -0.79541 1.28219 0.0 0.0 0.0
H -3.39482 -2.42803 -1.86063 0.0 0.0 0.0
H -3.53268 -3.63528 -0.56112 0.0 0.0 0.0
H -1.93938 -3.03531 -1.05378 0.1 0.0 0.0
H -2.60977 -0.48027 2.57795 0.0 0.0 0.0
H -2.76194 0.67109 1.24128 0.0 0.0 0.0
H 0.06275 -1.16265 2.62175 0.0 0.0 0.0
H -0.55346 -0.11617 3.91933 -0.1 0.0 0.1
H 1.00912 0.13844 5.77271 0.0 0.0 0.0
H 0.02626 1.49143 5.17976 0.0 0.0 0.0
H 1.56184 1.79903 5.96879 0.0 0.0 0.0
H 3.48458 1.69200 3.01139 0.0 0.0 0.0
H 3.77307 1.07861 4.66005 0.0 0.0 0.0
H 3.07194 2.69954 4.39743 0.0 0.0 0.0
O 1.22891 -0.72364 -2.80434 -0.1 -0.5 -1.2
C 0.40172 -1.37328 -3.42635 0.0 0.1 -0.1
C -1.02360 -1.10358 -3.54599 0.1 0.1 0.2
C -1.73160 -1.87613 -4.46209 0.1 -0.1 -0.1
C -3.06512 -1.64944 -4.69541 -0.1 0.1 -0.1
C -3.73624 -0.60794 -4.02675 -0.1 -0.1 -0.1
C -3.07450 0.15249 -3.10955 0.0 0.0 0.0
C -1.69161 -0.07411 -2.77956 0.0 0.1 0.0
O -1.12319 0.58696 -1.86278 -0.4 0.1 -0.2
N -3.78415 -2.48058 -5.64778 -0.1 -0.2 0.2
O -4.98744 -2.30757 -5.76325 0.1 0.1 0.0
O -3.16529 -3.34176 -6.25166 0.1 0.1 0.0
H 0.73613 -2.26566 -3.99495 0.0 0.0 0.0
H -1.22777 -2.66422 -5.01067 0.0 0.0 0.0
H -4.77735 -0.43189 -4.26010 0.0 0.0 0.0
H -3.57437 0.96206 -2.58965 0.0 0.0 0.0
Cl 5.74156 -0.66001 -0.04624 -0.1 0.0 0.0
C 5.40425 0.74980 -1.06275 0.0 0.1 0.1
Cl 3.70310 1.23373 -1.07450 0.5 0.1 -0.1
H 5.69981 0.51710 -2.07437 0.0 -0.1 -0.1
H 5.97622 1.57675 -0.66871 0.0 0.1 0.0
S 2.20381 4.00850 1.76530 -0.2 0.2 -0.1
C 0.62088 4.08303 1.18781 -0.1 -0.1 -0.1
N -0.43450 3.92423 2.02023 -0.1 0.0 0.0
C -1.82279 3.71555 1.61466 0.2 0.0 0.0
C -1.88032 3.35834 0.14300 -0.1 0.0 0.1
C -1.02917 4.33888 -0.63397 0.1 0.0 0.1
N 0.33023 4.30235 -0.10440 -0.1 0.0 0.0
H -0.17178 3.75555 2.97318 0.0 0.0 0.1
H -2.41380 4.61542 1.80361 0.0 0.1 0.0
H -2.23776 2.90862 2.21983 0.0 0.0 0.0
H -2.91410 3.37928 -0.20599 0.0 0.0 0.0
H -1.47122 2.36629 -0.02529 -0.1 -0.2 0.0
H -1.44287 5.34819 -0.55397 0.0 0.1 0.0
H -0.98261 4.06880 -1.68399 0.0 0.0 0.0
H 1.09389 4.20551 -0.75234 0.0 0.0 0.0
C 4.51987 -4.70085 0.58352 0.0 0.0 0.0
C 4.07723 -4.21952 -0.63767 0.1 0.0 0.0
C 3.12962 -3.20753 -0.64442 -0.1 0.1 0.1
N 2.61453 -2.67991 0.46752 0.0 0.0 -0.1
C 3.04544 -3.15407 1.63595 0.0 0.1 -0.1
C 3.99523 -4.15716 1.74703 0.0 0.0 0.0
H 5.26403 -5.48642 0.62923 0.0 0.0 0.0
H 4.46665 -4.61002 -1.56941 0.0 0.0 0.0
H 2.77258 -2.79122 -1.58347 0.0 0.0 0.1
H 2.61656 -2.69990 2.52487 0.0 0.0 -0.1
H 4.31538 -4.50228 2.72170 0.0 0.0 0.0
O 0.61806 2.64400 -2.56702 0.1 -0.1 0.0
H 1.25396 2.21891 -3.15135 0.0 0.0 0.0
H -0.03482 1.94309 -2.36349 0.0 -0.1 -0.1


98
Properties=species:S:1:pos:R:3:forces:R:3 method="wB97M-V/def2-TZVPD" relative_energy_kcal_mol=65.8 total_charge=-2 e_lumo_ev=3.81
Ti 1.18972 -0.36447 -0.55437 -0.4 -0.5 0.6
O 2.85449 -1.01138 0.25170 0.1 0.4 0.0
N 2.94873 0.33436 0.20174 0.2 -0.7 -0.5
C 4.07041 0.91606 0.04393 -0.1 0.5 0.2
C 4.07987 2.33717 -0.18574 0.0 0.0 0.0
C 2.99356 3.12457 -0.39198 0.0 0.0 0.0
C 1.55979 2.91504 -0.46035 -0.1 0.1 0.1
C 0.77182 1.81162 -0.58159 0.1 0.1 0.0
S -0.98858 2.11048 -0.54406 0.0 -0.1 0.1
H 4.98325 0.32554 0.08692 0.0 0.0 0.0
H 5.05101 2.81835 -0.18945 0.0 0.0 0.0
H 3.24564 4.17647 -0.50882 0.0 0.0 0.0
H 1.03344 3.87212 -0.43204 0.0 0.0 0.0
O 0.34240 -0.05030 1.35201 0.0 0.1 0.1
S 1.09622 0.08088 2.65882 0.1 0.0 0.1
C -0.19527 -0.11273 3.91660 -0.1 0.1 -0.1
C -0.00387 1.02539 4.90956 0.0 0.0 0.0
C 0.26543 2.25501 4.04892 0.0 0.0 0.0
C 1.30764 1.85692 3.01556 0.1 0.0 -0.1
H -0.14009 -1.11714 4.33103 0.0 0.0 0.0
H -1.12348 0.00665 3.35311 0.0 0.0 0.0
H 0.84386 0.81685 5.57130 0.0 0.0 0.0
H -0.89385 1.15390 5.52860 0.0 0.0 0.0
H 0.58588 3.11818 4.63336 0.0 0.0 0.0
H -0.64595 2.54044 3.53135 0.0 0.0 0.0
H 2.33454 1.97034 3.36800 0.0 0.0 0.0
H 1.19524 2.36805 2.05777 0.0 0.0 0.0
O -2.30920 -0.11673 -3.07051 0.0 0.0 0.0
C -1.13119 -0.10871 -3.32778 -0.1 0.0 -0.1
C -0.56319 -0.00550 -4.75450 0.0 0.0 0.0
C 0.95108 -0.05693 -4.57599 0.0 0.0 0.0
C 1.06359 -0.17278 -3.08091 -0.1 -0.3 -0.1
O 2.13073 -0.30364 -2.41062 0.1 0.2 -0.1
N -0.08322 -0.18705 -2.43045 0.3 0.5 0.0
H -0.91948 0.92692 -5.19253 0.0 0.0 0.0
H -0.95427 -0.83004 -5.34975 0.0 0.0 0.0
H 1.47945 0.83223 -4.92331 0.0 0.0 0.0
H 1.41758 -0.93160 -5.03225 0.0 0.0 0.0
C -1.22346 3.22769 0.70080 0.1 0.2 -0.1
C -1.54537 4.00732 1.58533 -0.2 -0.1 0.0
C -1.94372 4.81696 2.66730 0.1 0.0 0.1
C -2.51982 4.14325 3.81313 0.0 0.1 0.0
C -3.05672 2.83740 3.68366 -0.1 0.0 0.0
C -3.52792 2.12213 4.76956 0.0 0.0 0.0
C -3.50327 2.66077 6.05394 0.0 0.0 0.0
C -2.98163 3.94148 6.21039 0.0 0.0 0.0
C -2.50477 4.66409 5.12927 0.0 0.0 0.0
C -1.70290 6.24370 2.58467 0.0 -0.1 0.1
C -0.77388 6.76541 1.65616 0.0 0.0 0.0
C -0.54001 8.12206 1.53332 0.0 0.0 0.0
C -1.21480 9.04528 2.32816 0.0 0.0 0.0
C -2.14911 8.56045 3.23610 0.0 0.0 0.0
C -2.39288 7.20260 3.36085 0.0 0.0 0.0
H -3.08158 2.39133 2.69632 0.0 0.0 0.0
H -3.92902 1.12643 4.60888 0.0 0.0 0.0
H -3.87717 2.10150 6.90296 0.0 0.0 0.0
H -2.92882 4.38316 7.20077 0.0 0.0 0.0
H -2.06397 5.63516 5.30713 0.0 0.0 0.0
H -0.23864 6.06716 1.02368 0.0 0.0 0.0
H 0.18774 8.46711 0.80609 0.0 0.0 0.0
H -1.02645 10.10787 2.23369 0.0 0.0 0.0
H -2.71391 9.25462 3.85071 0.0 0.0 0.0
H -3.16018 6.87151 4.04710 0.0 0.0 0.0
S 0.38694 -2.47796 -0.45782 -0.3 -0.1 0.4
Sb 0.84482 -3.50129 -2.94538 0.5 -0.2 -0.7
C 2.71982 -4.40053 -2.23801 -0.1 0.1 0.1
C 3.42220 -3.87251 -1.15986 0.0 0.1 -0.1
C 4.60638 -4.45863 -0.71994 0.0 0.0 0.0
C 5.09557 -5.59989 -1.33655 0.0 0.0 0.0
C 4.39048 -6.15256 -2.39949 0.0 0.0 0.0
C 3.21988 -5.55482 -2.84419 -0.1 0.0 0.0
C -0.13921 -5.40212 -2.65411 -0.1 0.0 0.0
C -0.72649 -6.10402 -3.70502 0.0 0.0 0.2
C -1.33931 -7.33314 -3.49303 0.0 0.0 0.0
C -1.38435 -7.87545 -2.21612 0.0 0.0 0.0
C -0.81561 -7.17971 -1.15863 0.0 0.0 0.0
C -0.19695 -5.95486 -1.37642 0.0 0.0 0.0
C 1.65345 -3.97364 -5.07893 -0.1 0.0 0.3
C 0.93144 -4.34625 -6.21206 0.1 0.1 -0.2
C 1.46754 -4.25750 -7.49605 -0.1 0.0 0.0
C 2.75014 -3.76836 -7.68151 0.0 0.0 -0.1
C 3.48272 -3.36053 -6.57334 0.0 0.0 0.0
C 2.93770 -3.46222 -5.29985 0.0 0.0 -0.2
H 3.03823 -2.99837 -0.65358 0.0 0.0 0.0
H 5.14027 -4.01691 0.11414 0.0 0.0 0.0
H 6.01442 -6.06088 -0.99092 0.0 0.0 0.0
H 4.75441 -7.05064 -2.88709 0.0 0.0 0.0
H 2.68812 -5.98845 -3.68336 0.0 0.0 0.0
H -0.70230 -5.69509 -4.70256 0.0 -0.1 0.0
H -1.78291 -7.86715 -4.32619 0.0 0.0 0.0
H -1.86339 -8.83289 -2.04593 0.0 0.0 0.0
H -0.85206 -7.59278 -0.15697 0.0 0.0 0.0
H 0.24436 -5.41501 -0.54551 0.0 0.0 0.0
H -0.08672 -4.70568 -6.11990 0.0 0.0 -0.1
H 0.87630 -4.56585 -8.35222 0.0 0.0 0.0
H 3.17098 -3.69293 -8.67766 0.0 0.0 0.0
H 4.48307 -2.96102 -6.70264 0.0 0.0 0.0
H 3.53440 -3.12921 -4.45533 0.0 0.0 0.0


18
Properties=species:S:1:pos:R:3:forces:R:3 method="wB97M-V/def2-TZVPD" relative_energy_kcal_mol=183.7 e_lumo_ev=0.27
C -1.14374 -1.37321 -0.79978 -2.2 -0.4 -0.3
C 0.20257 -0.82215 -0.49563 -0.2 -1.8 3.3
C 1.35624 -1.38662 -0.85775 -0.3 1.0 0.0
H 0.22789 0.78536 -1.01974 -0.2 3.0 0.8
H -2.03125 -0.84603 -0.43550 0.6 0.7 0.4
H -1.44514 -1.47256 -1.84786 0.9 0.4 -0.3
H -1.38458 -2.37983 -0.44359 0.9 -0.1 0.4
H 2.30989 -0.91269 -0.66580 0.0 -0.3 0.5
H 1.35506 -2.23806 -1.52976 -0.2 0.3 -0.2
N 0.19754 0.18787 0.92139 0.6 1.0 -1.9
C 0.13012 1.74313 -0.21717 0.5 -0.5 -2.8
O -0.82948 0.20936 1.88629 0.8 -1.0 -0.6
O 1.43291 0.25364 1.55321 -0.5 -0.5 -0.3
O -1.16877 2.10974 -0.27065 -1.6 -0.8 -0.5
O 1.04255 2.54541 -0.04494 0.0 -1.0 1.1
H -0.39145 -0.14184 2.67956 -0.2 -0.1 0.0
H 1.80821 1.10093 1.21956 -0.3 0.2 0.0
H -1.66858 2.63756 0.36816 1.2 0.1 0.3


Number 1: E -88381.06578 eV. Number 2: E -121695.24616 eV. Number 3: E -13967.19288 eV.